*1*
The molecule C4H9N3, computed with the ωB97M-V functional and the def2-TZVPD basis.

Each line ends with the Löwdin charge.
Cartesian coordinates (Å):
C -1.16 -1.41 0.02  -0.057
C 0.43 0.42 0.13  -0.365
C 1.01 0.35 -1.27  -0.064
C 1.43 0.60 1.22  -0.056
N -0.71 1.19 0.23  -0.012
N -1.87 0.86 -0.02  -0.033
N -2.20 -0.47 -0.24  -0.100
H -0.86 -1.85 -0.88  0.008
H -1.57 -2.24 0.71  0.070
H 1.86 1.05 -1.39  0.083
H 0.32 0.73 -1.94  0.049
H 1.55 -0.67 -1.42  0.122
H 1.02 1.42 1.93  0.118
H 2.37 0.78 0.91  0.023
H 1.48 -0.37 1.77  0.097
H -3.12 -0.39 0.22  0.117

Output
Frontier orbital gap (eV): 8.921
M (g/mol): 99.1
HOMO energy (hartree): -0.3035
Spin multiplicity: 1
LUMO level (eV): 0.66

***

*2*
A structure of composition C4H9N3, computed with the ωB97M-V functional and the def2-TZVPD basis.

Each line ends with the Löwdin charge.
Cartesian coordinates (Å):
C 0.39 0.33 0.20  -0.527
N 1.24 -0.11 1.23  0.092
C 0.68 -0.18 -1.16  -0.134
C 1.31 -1.31 -1.47  0.016
N 0.04 1.67 0.25  0.070
H 1.43 -1.10 1.22  0.076
H 0.94 0.17 2.16  0.090
H 0.14 2.06 1.18  0.089
H 0.27 0.44 -1.95  0.109
H 1.77 -1.96 -0.73  0.049
H 1.46 -1.60 -2.50  0.053
C -2.32 -0.05 0.40  -0.212
N -2.64 1.10 0.37  0.028
H -0.98 1.81 0.01  0.043
H -2.80 -1.03 0.46  0.075
H -0.93 -0.25 0.33  0.083

Output
Frontier orbital gap (eV): 8.488
M (g/mol): 99.1
HOMO energy (hartree): -0.2960
Spin multiplicity: 1
LUMO level (eV): 0.43

***

Name the most stable of them. *2*.

***

*1*
The molecule C4H9N3, computed with the ωB97M-V functional and the def2-TZVPD basis.

Each line ends with the Löwdin charge.
Cartesian coordinates (Å):
C 0.36 0.99 0.91  -0.062
C -0.91 1.19 0.57  -0.158
C 1.08 0.21 -0.21  -0.430
C 1.63 -1.08 0.44  -0.100
N 0.01 -0.13 -1.05  0.041
N -1.35 0.64 -0.61  -0.175
N -2.51 -0.12 -0.62  0.015
H 0.97 1.66 1.54  0.107
H -1.53 1.77 1.20  0.102
H 1.74 0.96 -0.78  0.166
H 0.93 -1.72 1.09  0.091
H 2.52 -1.08 1.17  0.085
H 1.86 -1.88 -0.27  0.054
H 0.17 0.11 -1.97  0.068
H -2.61 -0.69 -1.51  0.108
H -2.36 -0.85 0.11  0.089

Output
Frontier orbital gap (eV): 9.171
M (g/mol): 99.1
HOMO energy (hartree): -0.2933
Spin multiplicity: 1
SMILES: C[C@@H]1C=CN(N)N1
LUMO level (eV): 1.19

***

*2*
The molecule C4H9N3, computed with the ωB97M-V functional and the def2-TZVPD basis.

Each line ends with the Löwdin charge.
Cartesian coordinates (Å):
C -1.40 0.07 0.19  -0.060
C -0.40 -2.22 -0.29  -0.055
N 1.38 0.75 0.84  -0.036
C -0.19 -0.80 0.14  -0.396
C 1.21 1.80 0.00  -0.314
N 0.98 -0.54 0.62  0.061
N 0.50 1.71 -1.06  0.056
H 2.20 0.77 1.43  0.129
H 0.44 2.57 -1.59  0.045
H 1.76 2.69 0.33  0.122
H -2.31 -0.51 0.07  0.073
H -1.33 0.82 -0.61  0.052
H -1.44 0.62 1.13  0.084
H -0.72 -2.23 -1.33  0.084
H -1.19 -2.69 0.31  0.079
H 0.51 -2.80 -0.18  0.073

Output
Frontier orbital gap (eV): 9.353
M (g/mol): 99.1
HOMO energy (hartree): -0.3062
Spin multiplicity: 1
SMILES: [H]/N=C/NN=C(C)C
LUMO level (eV): 1.02

***

*3*
A cluster of 2 separate species, C4H9N3 in total, computed with the ωB97M-V functional and the def2-TZVPD basis.

Each line ends with the Löwdin charge.
Cartesian coordinates (Å):
N -1.49 -0.08 -1.09  0.088
C -1.41 0.19 0.26  -0.462
N -1.59 1.32 0.83  0.060
H -1.53 -1.03 -1.40  0.092
H -1.83 0.64 -1.71  0.096
H -1.83 2.07 0.19  0.040
H -1.55 -0.74 0.91  0.146
C 1.29 -0.58 -0.65  -0.312
C 0.80 -0.33 0.71  -0.269
C 1.20 0.73 1.43  0.029
N 1.61 -1.76 -0.98  0.083
H 1.91 -1.85 -1.95  0.044
H 1.35 0.30 -1.29  0.118
H 0.49 -1.25 1.24  0.113
H 1.24 1.72 1.01  0.070
H 1.35 0.66 2.49  0.065

Output
Frontier orbital gap (eV): 9.199
M (g/mol): 99.1
HOMO energy (hartree): -0.3158
Spin multiplicity: 1
SMILES: [H]/N=C/C=C.[H]/N=C\N
LUMO level (eV): 0.61

***

*4*
The molecule C4H9N3, computed with the ωB97M-V functional and the def2-TZVPD basis.

Each line ends with the Löwdin charge.
Cartesian coordinates (Å):
C -0.46 1.67 0.30  -0.045
C 0.26 -0.58 -0.59  -0.340
C -1.02 -0.75 -0.82  -0.168
N 1.30 -1.10 -1.40  0.078
N 0.60 -0.01 1.79  0.024
C 0.64 0.45 0.44  -0.387
N -2.16 -0.83 -1.29  0.136
H 2.05 -1.51 -0.86  0.079
H 0.97 -1.74 -2.10  0.084
H -2.84 -1.40 -0.80  0.058
H -0.32 -0.33 2.07  0.078
H 1.39 -0.57 2.08  0.073
H 1.64 0.83 0.22  0.136
H -0.50 2.10 -0.69  0.073
H -1.45 1.36 0.65  0.061
H -0.09 2.42 1.00  0.061

Output
Frontier orbital gap (eV): 8.534
M (g/mol): 99.1
HOMO energy (hartree): -0.2794
Spin multiplicity: 1
SMILES: C[C@@H](N)C(N)=C=N
LUMO level (eV): 0.93

***

Name the most stable of them. *2*.

***

*1*
A cluster of 2 separate species, C4H9N3 in total, computed with the ωB97M-V functional and the def2-TZVPD basis.

Each line ends with the Löwdin charge.
Cartesian coordinates (Å):
C 0.39 1.48 0.49  -0.195
C 1.39 -0.28 -1.00  -0.037
C -1.89 -0.91 -0.20  -0.186
C 1.23 0.54 0.29  -0.383
N -0.30 2.47 0.36  0.171
N -2.81 -0.33 -0.77  0.031
N 1.91 -0.13 1.43  0.062
H 0.49 -0.95 -1.14  0.057
H 1.47 0.50 -1.84  0.111
H 2.26 -0.87 -0.79  0.059
H -1.79 -2.07 -0.22  0.090
H -1.04 -0.50 0.33  0.026
H -1.27 2.54 0.60  0.059
H -3.34 -0.93 -1.40  0.046
H 1.86 0.39 2.28  0.062
H 1.44 -0.95 1.59  0.028

Output
Frontier orbital gap (eV): 8.785
M (g/mol): 99.1
HOMO energy (hartree): -0.2947
Spin multiplicity: 1
SMILES: CC(N)=C=N.C=N
LUMO level (eV): 0.77

***

*2*
The molecule C4H9N3, computed with the ωB97M-V functional and the def2-TZVPD basis.

Each line ends with the Löwdin charge.
Cartesian coordinates (Å):
C 0.16 1.23 -1.28  -0.077
C 1.74 0.24 0.49  -0.081
C -0.72 -1.62 -0.18  -0.207
C 0.49 0.11 -0.33  -0.379
N -1.89 0.04 1.39  0.062
N -0.59 -0.48 0.31  -0.052
N -1.12 -2.67 -0.65  0.188
H -1.33 0.49 2.11  0.011
H -2.29 0.80 0.84  0.011
H -0.87 -3.57 -0.25  0.082
H 1.91 -0.65 1.09  0.071
H 2.60 0.40 -0.15  0.073
H 1.01 1.44 -1.92  0.073
H -0.08 2.16 -0.75  0.077
H -0.69 0.97 -1.92  0.074
H 1.69 1.10 1.18  0.075

Output
Frontier orbital gap (spin up / spin down) (eV): 7.488 / 7.623
M (g/mol): 99.1
HOMO energy (spin up / spin down) (hartree): -0.2492 / -0.2529
Spin multiplicity: 1
LUMO level (spin up / spin down) (eV): 0.71 / 0.74

***

Name the most stable of them. *1*.

***

*1*
The molecule C4H9N3, computed with the ωB97M-V functional and the def2-TZVPD basis.

Each line ends with the Löwdin charge.
Cartesian coordinates (Å):
C 0.34 -1.17 -0.94  -0.283
C -0.13 1.63 1.46  -0.146
C -0.62 0.90 0.25  -0.283
C 0.45 0.01 -0.34  -0.106
N 1.38 -1.88 -1.43  -0.051
N 1.68 -3.09 -0.59  -0.184
N 0.92 -3.34 0.25  0.080
H -0.63 -1.57 -0.99  0.090
H -1.10 2.06 2.08  0.137
H 0.48 2.43 1.24  0.030
H 0.44 1.00 2.10  0.052
H -0.89 1.76 -0.40  0.107
H -1.58 0.32 0.45  0.127
H 1.55 0.41 -0.31  0.138
H 2.18 -1.22 -1.83  0.165
H 2.51 -3.59 -0.86  0.125

Output
Frontier orbital gap (eV): 9.423
M (g/mol): 99.1
HOMO energy (hartree): -0.3074
Spin multiplicity: 1
LUMO level (eV): 1.06

***

*2*
A structure of composition C4H9N3, computed with the ωB97M-V functional and the def2-TZVPD basis.

Each line ends with the Löwdin charge.
Cartesian coordinates (Å):
C -0.69 -1.81 0.07  -0.066
C 1.68 1.67 -0.04  -0.083
C -0.54 -0.35 -0.01  -0.322
C 1.38 0.21 0.03  -0.289
N -2.79 0.18 0.09  0.010
N -1.01 0.75 -0.11  0.128
N 2.11 -0.78 0.13  0.095
H -3.20 1.02 0.49  0.002
H -3.11 0.10 -0.88  0.008
H 3.13 -0.62 0.17  0.066
H -1.23 -2.07 0.97  0.086
H 0.30 -2.26 0.09  0.054
H -1.26 -2.16 -0.79  0.086
H 1.20 2.19 0.78  0.075
H 2.76 1.84 -0.01  0.076
H 1.28 2.08 -0.97  0.075

Output
Frontier orbital gap (eV): 8.915
M (g/mol): 99.1
HOMO energy (hartree): -0.2979
Spin multiplicity: 1
LUMO level (eV): 0.81

***

*3*
A cluster of 2 separate species, C4H9N3 in total, computed with the ωB97M-V functional and the def2-TZVPD basis.

Each line ends with the Löwdin charge.
Cartesian coordinates (Å):
C -0.37 -1.91 -0.86  -0.131
C -0.26 2.03 -0.34  -0.092
C -0.22 -0.46 1.46  -0.339
N 0.51 -1.33 -1.59  -0.002
C 0.88 1.05 -0.06  -0.312
N 0.69 0.24 1.07  0.080
N -0.90 -1.23 2.13  0.122
H -1.29 -0.95 3.02  0.063
H 0.88 0.27 -0.97  0.091
H 1.43 -1.75 -1.52  0.064
H -0.18 -2.77 -0.22  0.073
H -1.40 -1.58 -0.94  0.070
H 1.84 1.56 0.03  0.106
H -0.42 2.69 0.52  0.070
H -0.02 2.65 -1.20  0.071
H -1.18 1.49 -0.53  0.067

Output
Frontier orbital gap (eV): 10.077
M (g/mol): 99.1
HOMO energy (hartree): -0.3373
Spin multiplicity: 1
SMILES: CCN=C=N.C=N
LUMO level (eV): 0.90

***

Name the most stable of them. *3*.